The following is a quantum chemistry calculation of 29 unconnected molecules or ions with the total composition C11H80NO28, from OMol25.

Geometry as XYZ:
```
120
Properties=species:S:1:pos:R:3:mulliken_charge:R:1
O 1.85 4.15 -5.31 -0.56
H -6.38 -3.67 0.28 0.30
O 1.50 -2.97 -0.78 -0.51
H -0.57 1.00 3.75 0.29
H 3.11 0.27 -0.05 0.35
H 0.60 -3.00 -1.07 0.10
H -4.21 -0.31 4.52 0.29
H -1.89 -4.16 3.96 0.29
H 1.21 -1.16 -4.31 0.29
O 5.22 -1.43 1.84 -0.62
O -6.23 -2.79 0.65 -0.60
O -1.10 4.41 3.20 -0.78
O -4.65 -0.36 5.40 -0.60
C 1.60 2.97 1.50 0.85
C 0.41 0.27 0.44 -1.30
H -1.76 -3.45 -1.03 0.49
H -0.95 3.48 3.25 0.35
O 0.88 4.72 -2.68 -0.71
H 1.68 2.01 -2.35 0.14
H -5.78 -1.87 3.65 0.09
H 4.46 -1.61 -5.13 0.32
H -3.93 0.11 0.46 0.08
H 4.72 -1.08 2.53 0.42
H 0.64 0.41 1.48 0.89
C -1.92 -0.78 0.99 1.69
H 0.10 -1.30 4.41 0.20
H 0.64 2.70 2.05 -1.04
O -2.88 3.57 0.87 -0.58
H -6.81 -2.05 2.83 0.27
H -4.67 -3.46 1.51 0.38
N 1.14 1.35 -0.35 1.37
H 4.24 -0.20 4.62 0.32
O 0.85 -2.84 1.88 -0.53
O -2.93 -4.64 -0.66 -0.75
O -5.98 -0.93 -1.51 -0.66
H 1.85 4.55 -2.51 0.23
H 0.79 -0.75 0.24 0.05
H -1.25 -1.85 4.15 0.29
H 0.12 0.40 -4.32 0.33
C 2.75 1.95 1.38 -0.07
H -5.05 -1.30 5.31 0.36
H 0.10 -3.48 -4.57 0.32
H 2.37 0.73 4.39 0.32
H 1.01 1.54 4.52 0.38
O 3.63 -0.73 4.06 -0.76
H 4.20 4.91 -1.77 0.20
O 6.46 1.00 1.09 -0.61
H 3.77 -3.08 -4.87 0.34
C -3.36 -0.96 0.72 -0.06
H 0.79 -0.88 -1.84 -0.56
H 3.30 -2.74 -0.81 0.60
H 0.56 5.31 -2.00 0.32
H 6.47 1.59 1.87 0.30
H 1.83 0.46 -4.55 0.28
H 2.69 1.03 2.05 -0.33
C 1.01 1.25 -1.86 -1.25
H 1.18 3.64 -0.58 -0.31
H 1.51 -2.76 2.54 0.24
H -1.73 -0.26 2.09 -0.71
H 0.06 1.52 -2.41 0.51
O -3.25 -1.36 -2.73 -0.60
H -6.06 -2.25 -0.03 0.29
O -6.29 -1.36 3.19 -0.46
H 0.39 5.47 2.94 0.50
H -1.41 0.02 -0.89 -0.28
H 1.10 6.16 4.20 0.30
O 2.23 -0.71 -7.28 -0.64
H 4.65 4.06 -2.57 0.28
H -0.93 -3.61 -2.11 0.15
O -0.65 1.85 4.37 -0.86
H -4.63 -4.82 2.21 0.24
H -3.49 -4.42 0.13 0.35
C 2.61 1.26 -0.04 -0.54
H 2.13 3.97 1.64 0.46
H -2.57 -3.45 2.61 0.38
H 4.15 -2.21 -0.05 0.14
C 0.81 2.77 0.14 -0.39
H 3.46 -1.60 4.40 0.27
H 6.09 0.21 1.26 0.31
O 0.83 2.00 -6.58 -0.62
H -3.73 -1.66 -0.10 -0.07
H -3.74 2.98 1.00 0.34
H -3.86 -1.28 1.73 -0.12
O 0.21 -3.92 -3.71 -0.55
O -4.11 -4.23 1.75 -0.67
H -1.28 -1.65 0.84 -0.16
C 1.30 -0.09 -2.57 1.04
H 0.02 2.36 -7.08 0.29
H 3.35 2.04 -0.70 0.08
O 3.72 -2.18 -5.50 -0.74
O 4.26 -2.60 -0.84 -0.60
H 0.17 -3.11 2.64 0.22
H -1.59 2.00 4.78 0.33
C 1.04 -0.08 -3.98 -1.31
H 3.80 2.14 1.51 0.78
O -1.20 -2.94 -1.59 -0.60
O 3.80 4.41 -2.31 -0.52
O -0.76 -1.03 4.22 -0.43
H -3.12 -0.45 -2.75 0.32
H -2.58 -1.77 -2.36 0.19
H -3.59 -4.43 -1.41 0.36
O -1.66 -3.59 3.14 -0.73
H 2.31 -0.33 -2.44 0.36
H 1.12 2.70 -5.82 0.33
H 5.63 -2.22 1.77 0.23
H -2.39 3.55 1.58 0.26
C -1.14 0.24 0.17 -0.52
H -0.31 2.99 0.27 0.56
H 1.60 4.03 -4.55 0.36
O 2.02 1.60 4.45 -0.67
H 2.02 5.11 -5.46 0.32
H 0.26 -4.89 -3.92 0.24
H -6.72 -1.11 -2.24 0.34
H -5.24 -1.29 -2.02 0.36
H -1.68 1.21 0.12 0.41
H 1.64 0.11 -7.15 0.38
O 1.16 5.95 3.15 -0.67
H -0.94 4.93 4.02 0.29
H 1.12 -3.00 0.00 0.38
H 2.72 -0.94 -6.52 0.33
```

The total energy is -71510.0285 eV. The lowest unoccupied orbital energy comes out at -0.1019 hartree. As for the net charge: +1. The calculation puts the relative energy (zero: lowest compared OMol25 entry of this formula, charge and spin) at 84.8 kcal per mole. For the frontier orbital gap, the calculation gives 8.7 eV. The value obtained for the maximum force is 0.26167 Eh/bohr.

---

The following is a quantum chemistry calculation of a gas-phase ion, C2H7N2O2 (charge +1), from OMol25.

Geometry as XYZ:
```
13
Properties=species:S:1:pos:R:3:mulliken_charge:R:1
N -1.30 -0.69 -0.97 -0.35
H 0.48 -1.47 -0.48 0.34
O -0.94 0.46 1.28 -0.58
H -1.71 -1.55 -1.35 0.39
H 0.54 2.08 2.55 0.31
H -1.71 -0.82 0.01 0.37
C 0.15 0.45 0.71 0.76
H -1.88 -0.05 -1.62 0.34
C 0.12 -0.53 -0.82 -0.66
H 2.02 1.31 2.66 0.30
H 0.57 0.00 -1.64 0.37
O 1.29 1.00 0.92 -0.13
N 1.45 1.89 2.00 -0.46
```

The total energy is -9253.0288 eV. The lowest unoccupied orbital energy comes out at -0.1420 hartree. As for the net charge: +1. The calculation puts the relative energy (zero: lowest compared OMol25 entry of this formula, charge and spin) at 86.3 kcal per mole. For the frontier orbital gap, the calculation gives 10.6 eV. The value obtained for the maximum force is 0.08891 Eh/bohr. The SMILES is NOC(=O)C[NH3+].

---

The following is a quantum chemistry calculation of a gas-phase ion, C6H9F3N3O3 (charge +1), from OMol25.

Geometry as XYZ:
```
24
Properties=species:S:1:pos:R:3:mulliken_charge:R:1
C 0.08 -1.70 -1.33 0.00
O 4.30 1.07 0.50 -0.34
H -1.33 1.40 0.17 0.31
O 3.27 1.51 -0.28 -0.21
O -2.48 0.99 1.90 -0.49
H -1.29 -1.62 1.30 0.36
H 2.33 0.71 1.41 0.41
N 1.90 -0.52 -1.71 0.28
H -0.18 -0.26 1.83 0.33
H -2.74 0.16 2.37 0.37
H 1.35 2.01 0.41 0.31
N 0.12 -0.78 -0.20 0.21
C -0.83 -0.63 0.95 -0.82
C 2.02 1.09 0.38 -0.49
H 2.76 -0.23 -2.21 0.32
F -2.93 -1.15 -0.96 -0.24
H 4.41 0.11 0.28 0.34
C -1.90 0.53 0.66 -0.09
C -3.08 0.12 -0.35 0.88
C 1.33 -0.06 -0.49 0.34
F -3.12 1.09 -1.39 -0.25
N 1.14 -1.54 -2.26 -0.68
F -4.31 0.14 0.37 -0.24
H -0.81 -2.42 -1.32 0.39
```

The total energy is -25120.7930 eV. The lowest unoccupied orbital energy comes out at -0.1588 hartree. As for the net charge: +1. For the frontier orbital gap, the calculation gives 10.6 eV. The value obtained for the maximum force is 0.11443 Eh/bohr. The SMILES is OOCc1[nH]nc[n+]1C[C@H](O)C(F)(F)F.

---

The following is a quantum chemistry calculation of 3 unconnected molecules or ions with the total composition C18H38NO6, from OMol25.

Geometry as XYZ:
```
63
Properties=species:S:1:pos:R:3:mulliken_charge:R:1
H 6.49 -0.38 -2.74 0.46
N 1.88 0.56 0.83 -0.01
H -7.59 0.54 3.38 0.24
H -4.99 1.46 6.74 0.38
C -4.23 0.45 5.03 -0.26
C 5.41 -0.31 -2.56 -0.87
H -4.68 -2.22 5.48 0.09
H 1.02 -0.83 -2.03 0.40
C 1.18 -0.40 1.26 -0.23
H -3.72 0.27 7.11 0.35
H 6.61 1.70 -3.14 0.40
O -6.52 -1.10 3.91 -0.29
H 0.79 1.42 -0.68 0.26
C -0.96 -0.36 0.04 -0.30
H -7.82 -0.86 2.32 0.30
H 5.13 2.65 -2.95 0.34
C 5.61 1.85 -3.53 -0.55
H -5.85 -2.95 3.39 0.41
H 2.51 1.15 1.35 0.29
H 2.28 -1.17 -0.79 0.28
C 2.66 1.50 -6.99 -0.83
H 0.37 -2.13 0.21 0.49
H 4.96 -1.27 -2.82 0.23
H 6.69 -0.30 -6.77 0.41
H 4.46 -0.83 -7.38 0.39
O 3.51 0.61 -6.29 -0.26
C 1.34 -0.67 -1.01 -0.88
H 1.98 0.95 -7.65 0.30
H -4.36 -1.57 8.00 0.38
C -7.08 -0.30 2.90 -0.79
C 5.90 0.18 -6.18 -0.27
C -4.32 -1.93 4.50 -0.34
C -2.00 -0.69 0.79 -1.01
C 1.67 0.78 -0.62 -0.51
H -2.99 -0.73 0.36 0.27
H 5.77 -0.45 -5.29 0.05
O 6.43 1.45 -5.84 -0.45
H -1.93 -0.87 1.85 0.23
H -1.03 0.43 -0.69 0.32
H -6.32 0.11 2.23 0.34
O -3.56 -0.72 4.57 -0.45
H 4.81 0.83 -7.90 0.36
C 0.38 -1.05 0.14 0.57
H -5.07 -1.61 2.51 0.15
O -5.64 -0.47 6.79 -0.29
H 5.22 -0.10 -1.50 0.28
H -5.08 0.69 4.39 0.10
H 3.23 2.23 -7.57 0.40
H 1.14 -0.73 2.29 0.51
H -3.61 -2.70 4.19 0.45
O 4.81 0.68 -3.38 -0.23
H 4.70 2.51 -5.39 0.12
C -5.41 -1.26 7.93 -0.82
C -5.45 -1.93 3.49 -0.34
C -4.61 0.46 6.50 -0.56
H 2.45 1.29 -1.16 0.31
H -6.02 -2.16 7.84 0.24
H 2.07 2.04 -6.25 0.23
H -5.71 -0.73 8.84 0.30
C 5.69 2.30 -4.98 -0.38
H -3.50 1.26 4.89 0.42
H 6.23 3.25 -4.98 0.42
C 4.65 0.19 -7.03 -0.54
```

The total energy is -33044.8137 eV. The lowest unoccupied orbital energy comes out at -0.1558 hartree. As for the net charge: +1. For the frontier orbital gap, the calculation gives 6.7 eV. The value obtained for the maximum force is 0.04160 Eh/bohr.

---

The following is a quantum chemistry calculation of 2 unconnected molecules or ions with the total composition C5H11NO4, from OMol25.

Geometry as XYZ:
```
21
Properties=species:S:1:pos:R:3:mulliken_charge:R:1
H -3.34 -0.60 0.62 0.40
H -2.84 1.08 0.48 0.34
C -0.06 0.78 0.85 -0.33
C -2.55 0.11 0.91 -1.61
H 1.76 -1.30 -1.97 0.35
H -2.53 0.06 2.01 0.37
H 2.26 1.71 -2.14 0.31
O 2.57 -0.47 0.14 -0.63
C 2.40 1.42 -1.06 -0.72
H 0.04 -1.56 1.48 0.35
H -0.88 0.90 -1.17 0.34
C -0.75 -1.60 0.74 -1.56
N 2.47 0.11 -0.92 0.69
H -1.47 -2.14 1.22 0.46
H 0.45 0.51 1.72 0.48
C -1.14 -0.22 0.34 1.65
O 0.28 1.82 0.32 -0.52
O 2.41 -0.59 -2.08 -0.44
H -0.34 -2.02 -0.23 0.24
H 2.49 1.96 -0.18 0.44
O -1.22 0.03 -1.07 -0.62
```

The total energy is -15038.6398 eV. The lowest unoccupied orbital energy comes out at 0.0264 hartree. As for the net charge: 0. The calculation puts the relative energy (zero: lowest compared OMol25 entry of this formula, charge and spin) at 137.5 kcal per mole. For the frontier orbital gap, the calculation gives 9.7 eV. The value obtained for the maximum force is 0.09791 Eh/bohr. The SMILES is C=[N+]([O-])O.CC(C)(O)C=O.

---

The following is a quantum chemistry calculation of a molecular structure, C5H4LiMgO7, from OMol25.

Geometry as XYZ:
```
18
Properties=species:S:1:pos:R:3:mulliken_charge:R:1
C -0.88 -0.63 -0.41 1.30
H -4.06 -0.09 -0.40 0.32
O 0.18 0.42 1.71 -0.75
H -3.08 0.46 1.00 0.24
Mg 0.39 1.86 0.36 1.02
O -0.23 -1.29 -1.28 -1.01
C 2.22 0.05 -0.14 0.89
O 2.18 1.30 -0.31 -0.62
C 0.30 -0.65 1.02 0.14
O -2.22 -0.99 -0.21 -0.37
O -0.97 0.88 -0.72 -0.47
O 3.02 -0.78 -0.52 -0.62
O 0.64 -1.79 1.32 -0.73
C -3.04 0.15 -0.05 -0.42
Li 1.30 -2.19 -0.62 0.88
H -2.57 2.23 -0.60 0.30
H -2.60 1.09 -1.98 0.24
C -2.35 1.20 -0.91 -0.33
```

The total energy is -25233.2270 eV. The lowest unoccupied orbital energy (spin up / spin down) comes out at -0.0751 / -0.0750 hartree. As for the net charge: 0. For the frontier orbital gap (spin up / spin down), the calculation gives 5.3 / 5.6 eV. The value obtained for the maximum force is 0.09111 Eh/bohr. As for the spin multiplicity: 2.